No. 1
This record from the OMol25 dataset describes C19H30N4OPbS as an isolated structure in a non-equilibrium geometry. The level of theory is ωB97M-V with the def2-TZVPD basis set.

Structure (XYZ):
```
56
Properties=species:S:1:pos:R:3:forces:R:3:mulliken_charge:R:1
Pb 0.858193 0.672269 0.752363 -0.988 0.357 -0.787 1.227
C 1.377923 -1.133078 3.534795 -0.115 -0.039 -0.880 -0.573
C 2.261344 -1.718096 2.380159 -1.522 -1.576 0.943 -0.720
N 2.789231 -0.738684 1.467604 -0.360 0.717 0.381 -0.130
C 3.899568 0.105956 1.889745 1.557 -0.006 -1.220 -0.717
C 3.618305 1.249663 2.824568 -0.251 3.307 -1.342 -0.666
S 2.042805 2.352476 2.704168 0.863 -0.800 0.656 -0.196
C 1.065804 1.948223 4.173703 -0.992 -0.029 0.225 -0.584
C -0.090820 0.932680 4.010610 1.068 -2.214 0.605 -0.757
N 0.222195 -0.251354 3.044329 0.272 0.369 0.756 -0.178
H 2.030248 -0.556657 4.180660 -0.158 0.419 0.104 0.255
H 1.077443 -2.000909 4.142171 -0.380 0.396 -0.227 0.396
H 1.602117 -2.452646 1.811601 0.921 0.883 0.459 0.221
H 3.034398 -2.325884 2.906688 -0.236 0.361 -0.534 0.422
H 2.976163 -1.106232 0.559084 0.317 -0.678 -0.451 0.359
H 4.438559 0.424454 0.943330 -0.812 -0.074 1.081 0.386
H 4.686544 -0.426472 2.464823 -0.403 -0.373 -0.503 0.258
H 4.298135 2.147175 2.570183 -0.317 -1.943 0.831 0.397
H 3.732249 0.887964 3.814013 -0.025 0.388 1.168 0.471
H 0.575845 2.889205 4.459164 0.216 -0.085 -0.137 0.416
H 1.707958 1.728408 5.021301 0.273 -0.232 -0.132 0.464
H -0.976884 1.409917 3.655172 -0.548 0.287 -0.475 0.416
H -0.346912 0.464795 5.016118 0.369 0.726 -1.077 0.324
H -0.672943 -0.774125 2.958521 1.000 0.192 0.156 0.300
O 0.263818 -0.863097 -1.047290 0.136 -1.451 1.471 -0.424
C -0.027799 -2.303829 -0.969753 0.549 0.858 1.275 -0.195
C -0.735760 -2.799490 -2.171332 -0.475 -0.954 -1.937 -1.336
C -1.829540 -1.967372 -2.845545 -0.709 -0.082 -0.540 -0.218
C -1.209627 -1.107367 -3.901239 1.010 1.280 -1.080 0.686
C -1.382872 -1.109856 -5.334733 0.443 0.016 2.021 -0.904
C -0.538484 -0.286441 -6.081680 0.425 0.188 1.058 -0.195
C 0.539748 0.424531 -5.473652 -2.098 -0.715 0.360 -0.737
C 0.565785 0.451958 -4.090116 -1.243 -1.894 -1.644 -0.306
N -0.277152 -0.291763 -3.347515 -0.205 0.271 -1.195 -0.163
H -0.006290 -0.450628 -2.060824 -0.117 -0.493 -0.232 0.416
H -0.561762 -2.570295 -0.010825 -0.041 0.767 -0.876 0.314
H 0.886847 -2.912082 -0.864019 0.104 0.523 -0.215 0.350
H -1.156738 -3.749369 -1.942359 -0.410 -0.918 0.475 0.514
H -0.050546 -3.051741 -2.989785 0.342 0.140 0.352 0.419
H -2.322245 -1.365831 -2.117073 -0.219 0.904 0.592 -0.420
H -2.682275 -2.513119 -3.254060 0.474 -0.608 -0.121 0.501
H -2.110907 -1.790706 -5.790537 0.217 0.541 0.145 0.428
H -0.736897 -0.170204 -7.125442 0.234 -0.202 -0.581 0.444
H 1.251658 0.955113 -6.059259 0.323 0.391 -0.316 0.428
H 1.342087 0.916627 -3.592835 1.323 1.153 1.148 0.482
C -4.253855 2.507248 -0.429791 1.093 1.455 -1.155 -0.423
C -3.842143 1.228112 -0.750639 1.323 -0.785 1.730 -0.528
C -2.680886 0.708392 -0.158325 -0.529 0.107 -0.632 -0.083
N -1.803691 1.505322 0.502663 -0.561 -1.529 1.038 0.125
C -2.250342 2.678910 0.895609 -1.566 2.804 -0.539 -0.130
C -3.483347 3.278241 0.434299 1.279 -1.886 -0.235 -0.618
H -4.902728 3.055919 -1.108171 -0.753 -0.405 0.536 0.364
H -4.362663 0.561836 -1.377734 -0.855 -0.413 -0.725 0.461
H -2.490855 -0.389502 -0.263299 0.420 1.290 -0.033 0.240
H -1.635369 3.367305 1.498410 0.194 -0.720 -0.312 0.329
H -3.722619 4.324132 0.541983 0.142 0.016 0.567 0.390
```
Positions in Å, forces in eV/Å.

Net charge   +2
Calculated total energy   -44265.4322 eV
Relative energy (zero: lowest compared OMol25 entry of this formula, charge and spin)   48.63 kcal/mol
Highest occupied orbital energy   -14.5 eV
Maximum force   3.6 eV/A
E_LUMO   -5.77 eV
Kohn-Sham gap   8.6822 eV

=====

No. 2
This record from the OMol25 dataset describes C37H54IrNO2 as an isolated structure in a non-equilibrium geometry. The level of theory is ωB97M-V with the def2-TZVPD basis set.

Structure (XYZ):
```
95
Properties=species:S:1:pos:R:3:forces:R:3:mulliken_charge:R:1
Ir -0.941402 0.017457 0.150984 -0.749 0.867 -0.155 3.533
C -1.079832 -1.825725 -1.189060 -0.141 0.573 0.447 -1.375
C -0.154600 -1.363240 -2.184388 -0.609 0.358 0.317 0.545
C 1.166180 -1.353096 -1.572804 0.550 -0.225 0.847 0.588
C 0.994750 -1.776636 -0.257504 0.190 -0.078 -0.485 -0.915
C -0.377010 -2.153730 -0.000700 -0.489 0.745 0.848 -0.249
C -0.818324 -3.085024 1.110495 -0.087 -0.104 0.183 2.447
C -2.271054 -3.520988 0.902242 0.084 0.141 -0.072 -1.773
C -0.679940 -2.391651 2.474923 -0.001 -0.052 -0.160 -1.851
C 0.084567 -4.329735 1.064854 -0.051 0.107 -0.107 -1.751
C 2.552653 -1.035371 -2.107969 0.325 0.264 -0.086 1.976
C 2.915989 -1.923642 -3.309818 -0.155 -0.005 0.079 -1.865
C 2.701411 0.453405 -2.463046 -0.119 -0.070 -0.021 -1.262
C 3.618736 -1.319852 -1.035076 -0.170 -0.019 0.005 -2.062
C -0.665975 -1.240837 -3.601232 -0.112 0.495 -0.280 1.642
C 0.018998 -0.181067 -4.470605 0.073 -0.065 0.092 -1.785
C -2.169752 -0.890140 -3.604193 0.042 -0.089 0.115 -1.580
C -0.492551 -2.640209 -4.232917 0.132 -0.071 0.206 -1.606
H -2.095637 -2.122252 -1.388570 -0.043 0.131 -0.001 0.516
H 1.786624 -1.911565 0.459948 -0.009 0.150 0.034 0.681
H -2.937762 -2.658787 0.846812 -0.027 -0.028 0.002 0.234
H -2.588760 -4.147467 1.734509 0.001 -0.017 0.014 0.494
H -2.368048 -4.106439 -0.013949 -0.065 -0.007 -0.012 0.332
H -1.215266 -1.440821 2.474761 -0.013 -0.027 0.116 0.318
H 0.368150 -2.207846 2.717758 0.017 0.065 0.027 0.215
H -1.108274 -3.018534 3.257163 0.065 -0.066 0.008 0.551
H 0.074450 -4.769162 0.065388 0.012 -0.073 0.016 0.394
H -0.284349 -5.075083 1.768584 0.025 -0.017 0.032 0.452
H 1.116768 -4.091156 1.324466 0.003 -0.013 0.017 0.322
H 2.307311 -1.736799 -4.189152 0.000 -0.021 -0.012 0.262
H 2.822227 -2.977003 -3.039859 0.025 -0.040 -0.056 0.331
H 3.952976 -1.732581 -3.585088 0.014 -0.015 -0.001 0.517
H 1.964628 0.785419 -3.187404 0.071 0.039 0.005 0.008
H 3.693655 0.619820 -2.884987 0.016 0.002 -0.006 0.652
H 2.605050 1.064612 -1.566029 0.013 -0.022 -0.050 -0.076
H 3.608816 -2.367961 -0.730139 0.034 -0.014 0.041 0.391
H 3.484721 -0.681379 -0.159101 0.024 -0.018 0.026 0.231
H 4.601369 -1.110044 -1.455363 0.005 0.029 -0.002 0.484
H -0.143951 0.813045 -4.050504 0.035 -0.007 -0.069 0.242
H -0.423289 -0.198884 -5.466096 -0.051 -0.016 0.007 0.635
H 1.083339 -0.349004 -4.591157 -0.010 0.056 0.006 0.223
H -2.386377 -0.076837 -2.909742 -0.051 0.005 -0.038 0.102
H -2.797266 -1.742585 -3.345760 -0.009 0.008 0.042 0.419
H -2.459458 -0.569481 -4.603239 0.009 -0.027 -0.020 0.510
H 0.556584 -2.914650 -4.319757 -0.001 -0.022 -0.043 0.268
H -0.935569 -2.643664 -5.228498 -0.027 0.055 -0.002 0.463
H -0.990703 -3.401479 -3.630071 -0.044 -0.014 -0.039 0.333
C -2.234128 2.537208 3.837414 0.325 -0.058 -0.182 -2.208
C -2.356941 1.432135 2.818275 -0.523 -0.154 0.258 0.691
O -1.355676 1.168993 2.138354 1.148 -0.345 -0.887 -0.479
C -3.617269 0.742615 2.681653 0.089 -0.279 -0.555 0.958
C -4.591382 0.826704 3.694464 -0.170 0.013 0.049 -0.944
C -5.794529 0.179286 3.592004 0.010 0.066 0.059 -0.921
C -6.083507 -0.540674 2.425490 0.021 0.096 0.040 -0.497
C -5.167379 -0.629125 1.411811 0.419 -0.084 -0.266 -0.621
C -3.885503 -0.024987 1.507709 -0.327 0.062 1.217 0.238
O -3.063562 -0.198176 0.520310 1.881 -0.375 -1.485 -0.887
H -1.290125 3.055645 3.686494 0.011 -0.027 0.008 0.366
H -2.238638 2.116863 4.843461 -0.056 0.015 0.026 0.495
H -3.059901 3.239794 3.741828 -0.045 -0.031 0.059 0.454
H -4.384960 1.396599 4.589570 0.054 0.020 -0.006 0.394
H -6.510994 0.228457 4.399400 -0.019 0.019 -0.019 0.412
H -7.043786 -1.029489 2.323342 0.014 -0.035 -0.016 0.428
H -5.370118 -1.196723 0.512792 -0.061 0.018 -0.008 0.462
C 4.828411 3.626216 1.183759 -0.078 0.044 -0.010 -1.794
C 3.749380 2.596544 1.373099 0.230 -0.246 0.234 -0.001
C 3.871379 1.626281 2.363358 -0.075 0.044 -0.096 -0.653
C 2.879787 0.663711 2.548290 0.176 0.140 0.015 0.574
C 3.043918 -0.389658 3.609470 -0.025 -0.005 -0.075 -1.852
C 1.768231 0.691329 1.732810 -0.335 0.473 -0.425 -0.795
C 1.575241 1.685057 0.735534 0.956 -0.128 1.028 0.019
C 2.621447 2.619785 0.570797 -0.527 -0.195 -0.254 0.909
N 0.415703 1.668342 0.007653 -1.831 -2.325 -0.414 0.326
C -0.135156 2.835958 -0.692293 -0.025 0.284 -0.364 2.039
C -0.125716 4.061428 0.236219 -0.012 -0.188 -0.010 -1.568
C -1.592756 2.509722 -1.041354 0.190 0.110 0.035 -3.159
C 0.588649 3.138101 -2.013977 -0.065 -0.045 0.133 -1.111
H 5.774608 3.284867 1.598773 0.019 0.018 -0.003 0.430
H 4.552494 4.554277 1.688321 0.050 0.023 -0.006 0.295
H 4.973022 3.854224 0.127980 0.025 0.015 -0.006 0.393
H 4.746077 1.616195 3.002721 0.039 0.010 -0.024 0.458
H 3.618667 -0.002389 4.449253 -0.002 -0.031 0.025 0.479
H 3.584249 -1.251887 3.210933 -0.008 -0.026 0.037 0.295
H 2.079545 -0.733479 3.982283 -0.013 -0.024 0.008 0.325
H 0.964685 -0.015639 1.888283 0.067 -0.128 0.149 -0.013
H 2.572558 3.362282 -0.211884 -0.010 0.034 0.101 0.540
H -0.527383 3.779818 1.210731 -0.024 0.039 0.016 0.157
H -0.748643 4.847566 -0.189066 -0.006 0.021 -0.029 0.515
H 0.876634 4.454569 0.381602 -0.040 0.060 0.032 0.357
H -2.181510 2.333018 -0.136504 -0.054 0.023 -0.048 0.243
H -1.634891 1.630565 -1.694181 -0.101 0.101 -0.027 0.902
H -2.052261 3.339566 -1.577869 -0.006 0.016 -0.020 0.568
H 1.648993 3.334807 -1.878044 -0.031 0.020 -0.072 0.111
H 0.131919 4.011901 -2.478560 0.015 0.025 -0.041 0.592
H 0.486313 2.290445 -2.691617 -0.001 0.071 0.004 -0.080
```
Positions in Å, forces in eV/Å.

Net charge   +1
Calculated total energy   -47661.1901 eV
Relative energy (zero: lowest compared OMol25 entry of this formula, charge and spin)   86.83 kcal/mol
Highest occupied orbital energy (alpha / beta)   -9.7 / -10.0 eV
Maximum force   3.0 eV/A
E_LUMO (alpha / beta)   -5.17 / -4.86 eV
Multiplicity   2
Kohn-Sham gap (alpha / beta)   4.5728 / 5.1298 eV
⟨S²⟩   0.835

=====

No. 3
This record from the OMol25 dataset describes C3HNO as an isolated structure in a non-equilibrium geometry. The level of theory is ωB97M-V with the def2-TZVPD basis set.

Structure (XYZ):
```
6
Properties=species:S:1:pos:R:3:forces:R:3:mulliken_charge:R:1
C 1.248217 -0.544568 -0.130080 1.750 -1.550 -2.246 0.239
C 0.372719 -0.689464 -1.402923 1.571 -0.345 0.767 -0.136
C -0.504131 0.339140 0.431612 -0.529 0.790 0.952 0.083
N 0.678960 -0.027499 0.855231 -0.024 0.658 2.058 -0.393
O -0.656118 -0.055303 -0.905864 -3.086 1.635 0.702 -0.164
H -1.139647 0.977694 1.152023 0.318 -1.188 -2.232 0.372
```
Positions in Å, forces in eV/Å.

Net charge   0
Calculated total energy   -6657.3782 eV
Relative energy (zero: lowest compared OMol25 entry of this formula, charge and spin)   129.82 kcal/mol
Highest occupied orbital energy (alpha / beta)   -9.8 / -9.5 eV
Maximum force   3.6 eV/A
E_LUMO (alpha / beta)   -1.24 / -2.48 eV
Kohn-Sham gap (alpha / beta)   8.5392 / 7.0001 eV

=====

No. 4
This record from the OMol25 dataset describes an isolated ion of composition C2H6NO2 and charge +1 in a non-equilibrium geometry. The level of theory is ωB97M-V with the def2-TZVPD basis set.

Structure (XYZ):
```
11
Properties=species:S:1:pos:R:3:forces:R:3:mulliken_charge:R:1
O -0.743985 -0.572235 1.630396 0.121 0.082 0.253 -0.424
C -0.138103 -0.098202 0.731596 -0.191 0.078 -0.511 0.527
O 1.118379 0.375594 0.725019 -0.333 0.084 -1.056 -0.473
C -0.752311 0.061825 -0.658011 -0.922 -0.502 0.403 -0.430
N 0.286302 0.151935 -1.747221 -0.745 0.205 0.577 -0.268
H 1.530443 0.299198 1.575156 0.461 -0.156 1.177 0.371
H -1.446862 -0.763134 -0.802172 0.396 -0.311 -0.249 0.327
H -1.421371 0.921672 -0.664054 0.401 0.331 -0.093 0.300
H 0.088003 -0.418481 -2.564316 -0.032 -0.358 -0.003 0.351
H 0.292324 1.112312 -2.062477 0.540 0.417 -0.193 0.358
H 1.179149 -0.094674 -1.314962 0.303 0.132 -0.306 0.359
```
Positions in Å, forces in eV/Å.

SMILES   [NH3+]CC(=O)O
Net charge   +1
Calculated total energy   -7749.5509 eV
Relative energy (zero: lowest compared OMol25 entry of this formula, charge and spin)   8.18 kcal/mol
Highest occupied orbital energy   -15.7 eV
Maximum force   1.3 eV/A
E_LUMO   -4.11 eV
Kohn-Sham gap   11.5741 eV